Formula: C5H11NO
Source: the OMol25 dataset
Level of theory: ωB97M-V/def2-TZVPD

Bonds (Å) are listed after each position.
CARTESIAN COORDINATES (ANGSTROEM)
1 C 0.387 -2.579 0.817  O2 1.410, H8 1.092, H9 1.101, H10 1.100
2 O 0.859 -1.527 0.005  C1 1.410, C3 1.405
3 C -0.163 -0.702 -0.495  O2 1.405, C4 1.545, C7 1.527, H11 1.100
4 C -0.728 0.315 0.521  C3 1.545, N5 1.498, H12 1.092, H13 1.091
5 N 0.194 1.387 0.027  C4 1.498, C6 1.492, C7 1.558, H14 1.014
6 C -0.231 2.813 0.131  N5 1.492, H15 1.097, H16 1.104
7 C 0.454 0.491 -1.220  C3 1.527, N5 1.558, H17 1.093, H18 1.092
8 H 1.262 -3.141 1.151  C1 1.092
9 H -0.281 -3.257 0.263  C1 1.101
10 H -0.150 -2.205 1.700  C1 1.100
11 H -0.908 -1.297 -1.045  C3 1.100
12 H -1.752 0.614 0.289  C4 1.092
13 H -0.620 0.099 1.585  C4 1.091
14 H 0.994 1.451 0.647  N5 1.014
15 H -1.199 2.932 -0.373  C6 1.097
16 H 0.547 3.351 -0.437  C6 1.104
17 H 1.496 0.379 -1.529  C7 1.093
18 H -0.161 0.875 -2.037  C7 1.092

Properties
LUMO = 0.75 eV
orbital gap = 0.264 Eh
energy above the lowest of the compared OMol25 structures with the same formula, charge and spin = 115.3 kcal per mole
max |F| = 0.016 hartree/bohr
net charge = 0
total energy = -326.94761 Eh
highest occupied orbital energy = -6.4 eV

The molecule's Löwdin atomic charges, reported in e, are given here:
1. C -0.097
2. O -0.154
3. C -0.322
4. C -0.068
5. N -0.212
6. C -0.145
7. C -0.019
8. H 0.093
9. H 0.093
10. H 0.086
11. H 0.150
12. H 0.128
13. H 0.125
14. H 0.136
15. H -0.029
16. H -0.017
17. H 0.127
18. H 0.126